No. 1
26
Properties=species:S:1:pos:R:3 method="wB97M-V/def2-TZVPD" e_above_lowest_kj_mol=11.1 homo_lumo_gap_ev=11.8746 homo_ev=-11.05 spin_multiplicity=1 smiles="C[C@H]1COC(=O)O1.C[C@H]1COC(=O)O1" max_force_ha_per_bohr=0.029 total_energy_ev=-20776.11674
C 24.076 -4.980 24.759
C 24.082 -6.470 24.567
C 23.307 -6.966 23.316
O 24.197 -7.916 22.733
C 25.394 -7.885 23.330
O 26.326 -8.571 23.082
O 25.415 -6.889 24.256
H 23.230 -4.638 25.352
H 23.966 -4.475 23.793
H 25.036 -4.635 25.137
H 23.714 -7.041 25.421
H 23.141 -6.158 22.601
H 22.349 -7.442 23.509
C 27.301 -6.713 18.121
C 26.150 -6.860 19.097
C 26.493 -6.470 20.549
O 25.331 -5.775 20.986
C 24.618 -5.389 19.893
O 23.685 -4.653 19.946
O 25.120 -5.926 18.768
H 28.171 -7.235 18.536
H 27.574 -5.664 18.009
H 27.096 -7.185 17.163
H 25.835 -7.907 19.070
H 27.411 -5.875 20.525
H 26.690 -7.369 21.125


No. 2
23
Properties=species:S:1:pos:R:3 method="wB97M-V/def2-TZVPD" e_above_lowest_kj_mol=0.0 homo_lumo_gap_ev="7.5604 / 6.5627" homo_ev="-6.87 / -9.24" spin_multiplicity=3 max_force_ha_per_bohr=0.098 total_energy_ev=-32204.60371
C 0.314 -2.182 -0.731
C -0.862 -1.550 -0.739
C 1.605 -1.591 -0.337
C 1.526 -0.164 0.115
C 0.403 0.628 -0.470
C -0.921 -0.078 -0.279
C 1.685 -0.103 1.639
C -2.166 0.581 -1.026
O -1.073 -0.085 1.187
S 2.956 -2.461 -0.317
S 0.825 1.326 -2.173
H 0.343 -3.242 -1.255
H -1.723 -1.968 -1.032
H 2.545 0.280 -0.172
H 0.492 1.535 0.156
H 2.109 0.911 1.704
H 2.460 -0.771 2.045
H 0.716 -0.089 2.220
H -2.207 1.587 -0.687
H -3.141 0.209 -0.808
H -1.966 0.503 -2.076
H -0.733 -0.975 1.444
H 0.824 0.035 -2.728


No. 3
30
Properties=species:S:1:pos:R:3 method="wB97M-V/def2-TZVPD" e_above_lowest_kj_mol=6.3 homo_lumo_gap_ev=5.4498 homo_ev=-7.81 spin_multiplicity=1 max_force_ha_per_bohr=0.019 total_energy_ev=-321954.06167
Tc 0.319 0.046 -1.321
C -3.768 0.109 0.714
C -2.507 0.499 -0.011
S -1.681 -0.720 -0.864
C -2.025 1.781 -0.064
C -2.668 2.937 0.649
S -0.658 2.141 -1.014
H -3.850 -0.974 0.781
H -4.652 0.485 0.196
H -3.778 0.507 1.729
H -3.670 2.691 0.994
H -2.731 3.804 -0.009
H -2.065 3.226 1.512
C 3.242 -2.469 1.459
C 2.293 -1.430 0.930
S 1.884 -1.496 -0.723
C 1.758 -0.416 1.651
C 2.065 -0.144 3.097
S 0.684 0.663 0.878
H 3.559 -3.141 0.663
H 2.768 -3.071 2.236
H 4.135 -2.009 1.886
H 2.565 -0.999 3.552
H 1.156 0.061 3.661
H 2.720 0.724 3.197
Se 3.569 -0.220 -5.891
Sb 1.271 -0.602 -5.718
Se 0.163 0.811 -3.707
Se 0.383 -1.585 -3.334
Se -0.481 -1.211 -7.131


No. 4
22
Properties=species:S:1:pos:R:3 method="wB97M-V/def2-TZVPD" e_above_lowest_kj_mol=191.0 homo_lumo_gap_ev="8.2795 / 8.2800" homo_ev="-8.30 / -8.30" spin_multiplicity=1 max_force_ha_per_bohr=0.080 total_energy_ev=-9179.16673
B -0.218 0.579 0.580
C -1.540 0.008 1.266
C -2.420 -0.603 0.457
C -2.096 -0.482 -0.999
C -0.865 0.002 -1.187
C 0.908 -0.380 0.248
C 0.113 2.184 0.404
C 2.320 0.078 -0.211
C 0.942 -1.799 0.044
H -1.953 0.246 2.252
H -3.123 -1.298 0.865
H -2.950 -0.515 -1.697
H -0.417 0.302 -2.163
H 0.725 2.582 1.187
H -0.902 2.786 0.585
H 0.446 2.344 -0.589
H 3.142 -0.346 0.413
H 2.469 1.182 -0.264
H 2.599 -0.365 -1.236
H -0.005 -2.127 0.403
H 1.701 -2.294 0.658
H 1.123 -2.086 -1.017